[1]
Here is C42H54CsN5O8Si as an isolated structure from OMol25. Energies are from the ωB97M-V functional and the def2-TZVPD basis.

The geometry in XYZ format:
```
111
C42H54CsN5O8Si, DFT the ωB97M-V functional and the def2-TZVPD basis
Cs -1.2696 0.3794 1.4849
O -6.8927 5.1946 -0.8486
C -6.1172 5.7877 -0.1151
O -5.9763 7.0259 0.0490
C -5.0616 4.9055 0.6240
C -3.8915 5.4732 1.1664
C -3.0493 4.6009 1.7865
N -3.2787 3.2836 1.9258
C -4.3240 2.7604 1.3581
C -5.2672 3.5459 0.6594
C -4.5597 1.2759 1.4966
O -5.0730 0.7066 0.4831
O -4.1599 0.7173 2.5121
H -3.7380 6.5433 1.1031
H -2.0937 4.9518 2.1605
H -6.0740 3.1244 0.1537
C -1.7903 5.3232 -1.9941
C -0.6809 4.4661 -2.4978
O 0.5708 4.6347 -1.8270
C 0.4596 4.2609 -0.4654
C 1.8870 4.2137 0.1133
H -2.5457 5.7635 -2.6800
H -1.2769 6.2126 -1.5570
H -2.3540 4.9363 -1.1536
H -0.4588 4.6172 -3.5655
H -0.9385 3.4045 -2.4033
H -0.0846 3.2772 -0.2877
H -0.2131 4.9579 0.0535
H 2.4412 3.4575 -0.3613
H 1.8498 3.8095 1.1024
H 2.4977 5.1062 0.0482
C -3.3372 -3.8677 1.5261
C -3.7274 -2.5562 0.8844
N -4.9656 -2.0341 1.1903
O -2.8929 -2.0390 0.1515
H -3.5331 -4.7257 0.8752
H -3.9838 -4.0465 2.3435
H -2.2354 -3.7588 1.7607
H -5.4181 -2.4157 2.0469
H -5.0322 -1.0881 0.9296
O -0.1949 0.5883 -1.4229
C 0.8110 0.4027 -2.0948
C 0.5924 0.6704 -3.5462
C 1.6087 0.3322 -4.5921
C 2.3723 -0.9306 -4.2915
C 3.5374 -0.8354 -3.2592
C 3.2883 0.1701 -2.1580
N 2.0000 0.0685 -1.5144
H 0.1551 1.6215 -3.5552
H -0.3505 0.0707 -3.7648
H 2.2790 1.1809 -4.8365
H 1.0983 0.1902 -5.4887
H 2.7268 -1.5516 -5.1568
H 1.5900 -1.5626 -3.8527
H 4.4333 -0.7623 -3.7372
H 3.6376 -1.8438 -2.7584
H 3.3775 1.1702 -2.5040
H 3.9890 0.0464 -1.3085
H 2.0463 0.1104 -0.4500
C 3.4718 -3.0195 0.7721
C 2.3380 -2.7344 1.8136
C 0.9816 -2.8896 1.0443
C 2.3933 -3.8052 2.9029
Si 2.5272 -0.9257 2.2985
O 2.2367 -0.1301 0.9470
C 4.2286 -0.6753 3.1019
C 5.2888 -0.2765 2.2682
C 6.6064 -0.0616 2.7165
C 6.9346 -0.3729 4.0080
C 5.9199 -0.8489 4.8749
C 4.5758 -0.8747 4.4671
C 1.1794 -0.4016 3.6173
C 0.1450 -1.3058 3.9836
C -1.0007 -0.9113 4.5920
C -1.1705 0.4745 4.8912
C -0.1358 1.3324 4.6926
C 1.0150 0.8715 4.1127
H 3.3103 -4.1093 0.5928
H 4.4554 -2.8256 1.2121
H 3.4199 -2.5147 -0.1994
H 0.9780 -3.9197 0.6540
H 1.0864 -2.1843 0.1518
H 0.0406 -2.7823 1.5781
H 1.9322 -4.7233 2.5936
H 1.8573 -3.4600 3.8471
H 3.3886 -4.1002 3.2473
H 5.0321 0.0292 1.2967
H 7.2171 0.3996 1.9122
H 7.9591 -0.2106 4.2836
H 6.0681 -1.2826 5.9026
H 3.7804 -1.1277 5.1926
H 0.2616 -2.3629 3.7592
H -1.8685 -1.6114 4.8127
H -2.1119 0.8089 5.2162
H -0.2973 2.4236 4.6249
H 1.7323 1.5894 3.7877
N -1.1274 -3.1266 -2.2501
C 0.1101 -3.6608 -2.5922
N 0.1716 -4.2179 -3.8105
C -1.1063 -3.9145 -4.3045
C -1.5712 -4.2956 -5.5521
C -2.8206 -3.8526 -5.9412
C -3.6748 -3.1553 -5.0396
C -3.1948 -2.9448 -3.7519
C -1.8996 -3.2827 -3.3996
H -1.3747 -2.5177 -1.4468
H 0.9400 -3.5967 -1.9150
H -0.8848 -4.8550 -6.2080
H -3.2506 -4.0685 -6.9226
H -4.6818 -2.8808 -5.3748
H -3.8204 -2.4339 -3.0013
```

Values from the calculation:
Gap between HOMO and LUMO (eV): 6.1
Net charge: -2
Max |F| (eV Å⁻¹): 3.89
E_tot (eV): -76691.8267
E_HOMO (eV): -2.9

Results of the Löwdin charge analysis, in e, for atoms 1 through 5: number 1, Cs, carries 1.12; number 2, O, carries -0.04; number 3, C, carries -0.72; number 4, O, carries -0.09; number 5, C, carries -0.11

---

[2]
Here is C42H55CaClNO2P2S2Si as an isolated structure from OMol25. Energies are from the ωB97M-V functional and the def2-TZVPD basis.

The geometry in XYZ format:
```
107
C42H55CaClNO2P2S2Si, DFT the ωB97M-V functional and the def2-TZVPD basis
Ca 0.6782 -0.1090 0.0952
C -5.3076 -3.5303 0.1671
C -4.0203 -4.0916 0.0854
C -2.9485 -3.3750 -0.3863
C -3.2653 -2.1301 -0.8861
C -4.5299 -1.6243 -0.9653
C -5.5668 -2.2830 -0.3602
P -1.6830 -1.3317 -1.2357
C -2.1090 0.1655 -2.1863
C -2.9512 1.1749 -1.6581
C -3.1087 2.4140 -2.2402
C -2.4751 2.7251 -3.4595
C -1.7201 1.7204 -4.0080
C -1.5054 0.4807 -3.3723
C -0.9668 -2.3533 -2.5352
C -1.7783 -2.8115 -3.5703
C -1.2183 -3.4464 -4.6409
C 0.1701 -3.6411 -4.6934
C 1.0145 -3.1673 -3.6793
C 2.4086 -3.2277 -3.8758
C 3.2386 -2.6255 -2.9662
C 2.6824 -1.9242 -1.8323
C 1.2885 -1.8418 -1.6111
C 0.4499 -2.4517 -2.5637
H -6.1335 -4.0584 0.6597
H -3.9457 -5.1092 0.4862
H -1.9648 -3.8700 -0.3717
H -4.6974 -0.6837 -1.4212
H -6.5489 -1.8672 -0.1101
H -3.5559 1.0704 -0.7595
H -3.7279 3.1522 -1.7527
H -2.6401 3.7265 -3.8654
H -1.2109 1.7887 -4.9433
H -0.8752 -0.2208 -3.9044
H -2.8915 -2.6755 -3.4879
H -1.8878 -3.9038 -5.3361
H 0.6209 -4.1958 -5.4777
H 2.8541 -3.7402 -4.6747
H 4.2797 -2.7023 -3.0778
H 3.4008 -1.5246 -1.1504
C -0.6026 5.2390 -0.5422
C 0.3991 5.5245 -1.6488
C -0.0052 5.1387 -3.0644
O 1.6841 4.9054 -1.4105
P 1.8898 3.5319 -0.5916
S 1.6599 3.5388 1.3442
S 0.8227 2.1591 -1.6474
O 3.4924 3.4849 -0.8701
C 4.0241 3.2231 -2.1732
C 4.9479 4.4464 -2.4094
C 4.7335 1.8642 -2.2242
H -1.5772 5.7360 -0.6963
H -0.1210 5.6610 0.4076
H -0.8192 4.1863 -0.4642
H 0.5808 6.6011 -1.6087
H -0.3101 4.0836 -3.0834
H 0.8810 5.2525 -3.7269
H -0.8211 5.7894 -3.4114
H 3.1861 3.2946 -2.9229
H 5.7175 4.5935 -1.6726
H 4.3965 5.3503 -2.5782
H 5.4781 4.2961 -3.3904
H 5.6210 1.9966 -1.6098
H 5.1191 1.6156 -3.2190
H 4.1351 1.0018 -1.9083
Cl -4.8437 -0.4637 2.7371
C -3.5740 0.6592 2.3118
C -3.6644 1.9956 2.6895
C -2.6407 2.8020 2.2694
C -1.5922 2.2671 1.5552
N -1.4773 0.9777 1.2858
C -2.4846 0.1741 1.6705
H -4.6163 2.3082 3.2265
H -2.6491 3.8418 2.6393
H -0.8090 2.8706 1.2208
H -2.4047 -0.8751 1.4340
C 2.1628 -3.1138 1.8349
Si 1.2009 -1.6515 2.5924
C -0.1715 -2.6270 3.5776
C -0.9398 -1.6094 4.3987
C -1.0506 -3.2038 2.5037
C 0.3532 -3.6842 4.5100
C 2.3606 -0.7212 3.8450
C 1.6760 0.6276 4.1414
C 2.7012 -1.3165 5.2050
C 3.6847 -0.4231 3.1750
H 2.5031 -3.7734 2.6360
H 2.9873 -2.7767 1.2772
H 1.4957 -3.6404 1.1809
H -1.3030 -0.7915 3.8067
H -0.1701 -1.2211 5.0754
H -1.7367 -2.0411 5.0104
H -1.3241 -2.4554 1.7853
H -2.0143 -3.7386 2.8231
H -0.4754 -4.0416 1.9942
H 0.5265 -3.2785 5.4834
H 1.2395 -4.2022 4.0829
H -0.3477 -4.4777 4.7062
H 0.7330 0.4604 4.6726
H 1.4062 1.1580 3.2668
H 2.3099 1.2576 4.7295
H 1.8621 -1.3959 5.8496
H 3.5119 -0.7646 5.6997
H 3.0579 -2.3138 4.9649
H 3.5535 -0.0378 2.1086
H 4.1905 -1.4162 3.0407
H 4.4076 0.2403 3.6701
```

Values from the calculation:
Gap between HOMO and LUMO (eV): 6.0
Net charge: -1
Max |F| (eV Å⁻¹): 2.80
E_tot (eV): -129123.1388
E_HOMO (eV): -3.7

Results of the Löwdin charge analysis, in e, for atoms 1 through 5: number 1, Ca, carries 0.86; number 2, C, carries -0.10; number 3, C, carries -0.08; number 4, C, carries -0.13; number 5, C, carries -0.39

---

[3]
Here is C42H55ClN9O3Rh as an isolated structure from OMol25. Energies are from the ωB97M-V functional and the def2-TZVPD basis.

The geometry in XYZ format:
```
111
C42H55ClN9O3Rh, DFT the ωB97M-V functional and the def2-TZVPD basis
Rh -1.4872 -0.1787 0.9893
O -7.2690 -3.8014 0.9238
C -6.8913 -2.9079 1.6341
O -7.8806 -2.3828 2.5713
C -5.5851 -2.2501 1.7120
C -4.5882 -2.9479 1.0612
C -3.3027 -2.3856 1.0049
N -3.1296 -1.1446 1.5655
C -4.1173 -0.4100 2.1332
C -5.4040 -0.9910 2.2937
C -3.6877 0.9197 2.5024
C -4.4744 1.7978 3.2829
C -3.9956 3.0280 3.6097
C -2.7223 3.4318 3.1321
C -2.0149 2.5433 2.3892
N -2.4489 1.3153 2.0348
C -2.1351 -2.9187 0.3741
C -1.9920 -4.2497 -0.0382
C -0.7991 -4.7390 -0.4384
C 0.3408 -3.8683 -0.4675
C 0.1340 -2.5741 -0.1012
N -1.0572 -2.0545 0.2459
H -4.7825 -3.8974 0.5749
H -6.2171 -0.3869 2.6737
H -5.4337 1.4814 3.6711
H -4.6018 3.6973 4.2281
H -2.3062 4.4072 3.3444
H -1.0459 2.8259 2.0075
H -2.8529 -4.9234 0.0290
H -0.6982 -5.7877 -0.7042
H 1.3208 -4.2390 -0.7441
H 0.9632 -1.8746 -0.0952
C -4.3165 3.1584 -0.9465
N -4.1908 2.2196 -2.0267
C -5.3583 2.1346 -2.9007
C -3.4111 1.0931 -1.8558
N -3.0178 0.6674 -0.7166
N -3.0699 0.4334 -3.0015
C -2.8312 1.1016 -4.2603
C -2.6765 -0.9494 -2.9374
H -4.5924 4.1325 -1.3631
H -3.3775 3.2664 -0.4118
H -5.0787 2.8559 -0.2306
H -6.2724 2.0744 -2.2920
H -5.2947 1.2282 -3.4989
H -5.4330 3.0091 -3.5573
H -3.5207 1.1247 0.0432
H -2.9070 2.1729 -4.1340
H -3.5420 0.7825 -5.0296
H -1.8226 0.8573 -4.6167
H -1.5798 -1.0543 -3.0437
H -3.1417 -1.4819 -3.7840
H -2.9981 -1.4011 -2.0012
C 2.8384 -1.7717 -2.7470
C 3.8887 -0.7741 -2.2397
C 5.2609 -1.3149 -2.6817
C 3.8546 -0.7652 -0.7087
C 3.6382 0.6575 -2.8436
O 3.8771 0.6434 -4.2601
C 4.3632 1.8463 -2.1943
C 5.9094 1.9669 -2.1874
C 6.4768 1.8784 -0.7924
C 7.4288 0.9302 -0.4364
C 7.8787 0.8043 0.8679
C 7.4027 1.6729 1.8438
Cl 7.9827 1.5763 3.4790
C 6.4559 2.6324 1.5223
C 6.0192 2.7338 0.2140
C 2.1186 1.0506 -2.8952
N 1.4363 1.1843 -1.6146
C 0.4160 0.4240 -1.1971
N 0.1257 0.7513 0.0557
C 1.0211 1.7252 0.3607
N 1.8230 2.0358 -0.6332
H 3.0743 -2.7699 -2.3636
H 2.8210 -1.8244 -3.8395
H 1.8294 -1.5412 -2.3845
H 5.3835 -2.3022 -2.2670
H 6.0851 -0.6925 -2.3367
H 5.3074 -1.4141 -3.7632
H 4.0602 -1.7625 -0.3401
H 2.8521 -0.5127 -0.3368
H 4.5785 -0.0671 -0.2835
H 4.8356 0.6533 -4.4078
H 4.0279 1.9108 -1.1728
H 3.9734 2.7351 -2.6972
H 6.1342 2.9478 -2.5887
H 6.4011 1.2451 -2.8207
H 7.8199 0.2468 -1.1861
H 8.6118 0.0620 1.1351
H 6.0628 3.2953 2.2798
H 5.2763 3.4805 -0.0319
H 1.6028 0.2876 -3.4757
H 2.0613 2.0016 -3.4332
H -0.0850 -0.3366 -1.8041
H 1.0410 2.2135 1.3361
C -1.5693 -0.7182 4.6605
C -0.4128 -1.2161 3.7921
C -0.5885 -2.7253 3.4860
C 0.8727 -1.0369 4.6008
C -0.2658 -0.4143 2.5209
H -1.4973 -1.1755 5.6543
H -2.5430 -0.9752 4.2345
H -1.4995 0.3550 4.7946
H -0.6377 -3.2997 4.4176
H 0.2733 -3.0724 2.9159
H -1.4978 -2.9289 2.9074
H 0.7742 -1.5087 5.5782
H 1.0392 0.0262 4.7489
H 1.7517 -1.4473 4.1008
H 0.4245 0.4338 2.6232
```

Values from the calculation:
Gap between HOMO and LUMO (spin up / spin down) (eV): 5.0 / 6.3
Net charge: 0
Max |F| (eV Å⁻¹): 3.22
E_tot (eV): -79527.0611
Spin multiplicity: 5
E_HOMO (spin up / spin down) (eV): -4.7 / -7.8

Results of the Löwdin charge analysis, in e, for atoms 1 through 5: number 1, Rh, carries 1.06; number 2, O, carries 0.12; number 3, C, carries -0.44; number 4, O, carries 0.13; number 5, C, carries -0.17

---

[4]
Here is C42H55MnN3O4S as an isolated structure from OMol25. Energies are from the ωB97M-V functional and the def2-TZVPD basis.

The geometry in XYZ format:
```
106
C42H55MnN3O4S, DFT the ωB97M-V functional and the def2-TZVPD basis
Mn 0.4512 0.8526 0.5628
C 0.1884 2.4882 2.0410
C -0.9104 1.6548 2.3841
C -1.7456 1.5718 1.2364
C -1.1183 2.3566 0.2273
C 0.0375 2.9788 0.7339
C 0.7747 4.1761 0.1622
C 2.2221 4.2096 0.6510
C 0.0523 5.4250 0.6918
C 0.7618 4.2377 -1.3624
C -3.2070 1.1333 1.0313
C -3.5571 -0.3195 1.3631
C -3.6254 1.3379 -0.4344
C -4.1044 2.0821 1.8484
C -1.1158 1.3626 3.8708
C 0.1934 0.9115 4.5405
C -2.1688 0.3281 4.2750
C -1.5181 2.7163 4.4868
H 0.9988 2.7566 2.6931
H -1.4957 2.4944 -0.7693
H 2.2816 4.3296 1.7315
H 2.7455 5.0538 0.2001
H 2.7589 3.2995 0.3870
H 0.0140 5.4155 1.7794
H -0.9712 5.4694 0.3208
H 0.5672 6.3308 0.3755
H 1.3830 3.4678 -1.8060
H 1.1478 5.2067 -1.6847
H -0.2423 4.1292 -1.7681
H -3.1163 -0.9991 0.6303
H -4.6385 -0.4497 1.2981
H -3.2463 -0.6374 2.3543
H -2.9718 0.8190 -1.1369
H -3.6389 2.3908 -0.7068
H -4.6338 0.9473 -0.5685
H -4.0744 1.8963 2.9155
H -5.1428 1.9831 1.5269
H -3.7988 3.1135 1.6848
H 0.3752 -0.1528 4.3782
H 0.1009 1.0601 5.6153
H 1.0669 1.4564 4.2017
H -1.9410 -0.6569 3.8810
H -3.1788 0.5884 3.9953
H -2.1494 0.2450 5.3631
H -0.7108 3.4380 4.3784
H -1.7387 2.5991 5.5479
H -2.3964 3.1297 3.9998
O 2.6979 0.9681 2.0194
C 3.1145 -0.2823 2.4721
C 1.9344 -1.2130 2.5791
C 2.0336 -2.3612 3.3670
C 0.9447 -3.1908 3.5049
C -0.2339 -2.8340 2.8672
C -0.2414 -1.6885 2.0962
N 0.8219 -0.8916 1.9157
H 3.3767 1.2335 1.3408
H 3.6016 -0.2313 3.4606
H 3.8466 -0.7294 1.7807
H 2.9655 -2.5722 3.8694
H 1.0007 -4.0821 4.1149
H -1.1364 -3.4173 2.9650
H -1.1279 -1.3737 1.5839
C 5.7226 1.1317 -2.0794
N 4.2748 1.0649 -2.1497
C 3.6306 1.0795 -3.3450
C 2.2943 1.0769 -3.4004
C 1.5495 1.0608 -2.1513
O 0.3125 1.1135 -2.1468
N 2.2172 0.9974 -0.9510
C 3.5644 1.0426 -0.9488
O 4.2570 1.0848 0.0812
H 6.1092 1.0849 -3.0968
H 6.1101 0.2962 -1.4980
H 6.0407 2.0589 -1.6041
H 4.2681 1.1060 -4.2195
H 1.7644 1.1148 -4.3366
O -0.3712 -0.9070 -0.5282
S -1.3001 -1.4558 -1.5801
C -1.5481 -3.1772 -1.1003
C -0.3404 -4.0711 -1.1137
C 0.7926 -3.8079 -0.3465
C 1.8826 -4.6588 -0.4090
C 1.8587 -5.7827 -1.2218
C 0.7337 -6.0532 -1.9829
C -0.3564 -5.1985 -1.9280
C -0.3501 -1.6724 -3.0853
C -1.2210 -2.1107 -4.2149
C -2.1308 -1.2213 -4.7740
C -2.9287 -1.6153 -5.8337
C -2.8243 -2.9008 -6.3456
C -1.9206 -3.7918 -5.7892
C -1.1250 -3.3984 -4.7257
H -2.3266 -3.5670 -1.7586
H -1.9873 -3.0922 -0.1021
H 0.8275 -2.9282 0.2722
H 2.7603 -4.4376 0.1826
H 2.7117 -6.4453 -1.2601
H 0.7033 -6.9273 -2.6176
H -1.2361 -5.4105 -2.5209
H 0.4712 -2.3663 -2.8903
H 0.0562 -0.6676 -3.2275
H -2.2070 -0.2175 -4.3814
H -3.6296 -0.9145 -6.2663
H -3.4394 -3.2018 -7.1790
H -1.8285 -4.7931 -6.1870
H -0.4050 -4.0832 -4.3027
```

Values from the calculation:
Gap between HOMO and LUMO (spin up / spin down) (eV): 7.5 / 7.6
Net charge: 0
Max |F| (eV Å⁻¹): 1.24
E_tot (eV): -99262.9437
Spin multiplicity: 2
E_HOMO (spin up / spin down) (eV): -7.0 / -7.1

Results of the Löwdin charge analysis, in e, for atoms 1 through 5: number 1, Mn, carries 0.72; number 2, C, carries -0.10; number 3, C, carries -0.15; number 4, C, carries -0.14; number 5, C, carries -0.09

---

Energy above the lowest of the compared OMol25 structures with the same formula, charge and spin (kJ/mol)
149.83 168.31 0.00 38.92